No. 1
A cluster of 10 separate species, C40H110N10O10 in total, computed with wB97M-V/def2-TZVPD.

Summary:
**SMILES**: COC[C@H](C)N.COC[C@H](C)N.COC[C@H](C)N.COC[C@H](C)N.COC[C@H](C)N.COC[C@H](C)N.COC[C@H](C)N.COC[C@H](C)N.COC[C@H](C)N.COC[C@H](C)N
**Relative energy (zero: lowest compared OMol25 entry of this formula, charge and spin)**: 214.5 kJ/mol
**Frontier orbital gap**: 9.2924 eV
**Molar mass**: 891.38 g/mol
**Lowest unoccupied orbital energy**: 0.32 eV
**HOMO**: -9.0 eV

```
! wB97M-V def2-TZVPD RIJCOSX def2/J DEFGRID3
* xyz 0 1
C 3.278 3.737 -2.695
C 3.316 4.679 -3.875
C 3.581 6.102 -3.399
O 3.707 6.980 -4.482
C 4.388 8.153 -4.125
N 4.290 4.233 -4.882
H 2.439 4.075 -2.079
H 4.166 3.923 -2.076
H 3.275 2.667 -2.876
H 2.331 4.640 -4.353
H 4.476 6.093 -2.757
H 2.757 6.374 -2.717
H 4.417 8.829 -4.979
H 5.444 7.974 -3.875
H 3.922 8.672 -3.281
H 5.212 4.204 -4.449
H 4.386 4.965 -5.580
C -6.222 4.737 -6.098
C -5.894 4.754 -4.611
C -5.110 3.515 -4.231
O -3.787 3.598 -4.693
C -3.058 2.426 -4.418
N -5.143 5.995 -4.328
H -6.496 5.697 -6.525
H -7.055 4.046 -6.282
H -5.417 4.285 -6.686
H -6.840 4.757 -4.068
H -5.606 2.628 -4.669
H -5.096 3.284 -3.154
H -2.024 2.644 -4.696
H -3.424 1.547 -4.948
H -2.949 2.280 -3.332
H -4.272 5.904 -4.843
H -4.887 6.024 -3.346
C 0.133 0.747 -1.914
C 0.921 0.594 -0.613
C 0.799 -0.814 -0.040
O -0.492 -0.909 0.531
C -0.699 -2.126 1.206
N 2.337 0.930 -0.706
H 0.478 1.702 -2.335
H -0.940 0.891 -1.800
H 0.362 -0.028 -2.647
H 0.458 1.259 0.119
H 1.612 -1.018 0.665
H 0.889 -1.560 -0.849
H -1.610 -2.024 1.789
H 0.142 -2.451 1.830
H -0.819 -2.905 0.441
H 2.548 1.890 -0.947
H 2.740 0.323 -1.414
C 0.685 2.693 2.760
C 1.264 4.086 2.938
C 2.256 4.180 4.074
O 1.733 3.802 5.324
C 0.598 4.539 5.729
N 1.938 4.527 1.684
H 0.100 2.320 3.612
H 1.467 1.928 2.707
H 0.064 2.669 1.866
H 0.516 4.870 3.071
H 2.689 5.190 4.143
H 3.142 3.555 3.909
H 0.770 5.622 5.729
H 0.493 4.304 6.792
H -0.310 4.196 5.238
H 2.551 3.789 1.320
H 1.207 4.703 1.005
C 4.500 -1.136 -2.861
C 5.338 -1.568 -4.043
C 5.390 -0.496 -5.117
O 5.863 -1.117 -6.301
C 6.103 -0.184 -7.337
N 6.682 -1.916 -3.566
H 3.456 -0.936 -3.103
H 5.008 -0.365 -2.272
H 4.431 -1.954 -2.133
H 4.876 -2.444 -4.504
H 6.056 0.330 -4.836
H 4.394 -0.088 -5.348
H 5.135 0.127 -7.760
H 6.548 -0.753 -8.154
H 6.702 0.681 -7.058
H 7.086 -1.063 -3.191
H 7.255 -2.187 -4.358
C -0.456 -5.930 3.061
C -1.808 -5.414 3.593
C -2.209 -6.165 4.852
O -2.645 -7.454 4.493
C -2.630 -8.359 5.569
N -1.789 -3.985 3.873
H 0.264 -6.027 3.885
H 0.040 -5.279 2.339
H -0.585 -6.931 2.646
H -2.503 -5.704 2.801
H -3.043 -5.578 5.271
H -1.425 -6.119 5.619
H -1.655 -8.853 5.658
H -3.345 -9.167 5.390
H -2.934 -7.929 6.528
H -1.691 -3.373 3.077
H -0.994 -3.809 4.478
C -1.072 -4.935 -5.041
C -0.694 -5.600 -3.708
C -1.675 -5.188 -2.636
O -1.687 -3.779 -2.511
C -2.608 -3.316 -1.560
N -0.682 -7.053 -3.804
H -2.145 -4.786 -5.192
H -0.719 -5.526 -5.891
H -0.629 -3.945 -5.184
H 0.293 -5.252 -3.399
H -1.324 -5.650 -1.700
H -2.703 -5.518 -2.841
H -2.200 -2.366 -1.211
H -2.796 -3.977 -0.709
H -3.579 -3.110 -2.035
H -0.274 -7.299 -4.700
H -1.618 -7.440 -3.873
C 6.046 0.953 1.610
C 5.495 2.351 1.351
C 5.981 2.915 0.017
O 7.378 3.086 0.094
C 7.985 3.273 -1.157
N 4.032 2.362 1.357
H 5.612 0.257 0.893
H 5.831 0.667 2.641
H 7.138 0.971 1.576
H 5.854 3.053 2.108
H 5.462 3.853 -0.198
H 5.733 2.142 -0.732
H 7.997 4.310 -1.511
H 7.537 2.601 -1.896
H 9.041 2.996 -1.082
H 3.697 2.519 2.296
H 3.566 1.558 0.947
C -4.799 -3.545 1.916
C -6.024 -4.217 1.286
C -7.039 -4.557 2.360
O -6.653 -5.532 3.286
C -6.207 -6.765 2.793
N -6.673 -3.337 0.290
H -4.403 -4.208 2.687
H -5.169 -2.642 2.411
H -4.049 -3.258 1.179
H -5.727 -5.090 0.704
H -7.988 -4.784 1.850
H -7.247 -3.639 2.916
H -6.337 -6.824 1.707
H -6.777 -7.617 3.181
H -5.164 -6.975 3.049
H -6.094 -3.370 -0.546
H -6.587 -2.353 0.535
C -3.774 2.734 8.102
C -2.795 1.795 7.424
C -3.405 0.534 6.879
O -2.390 -0.220 6.261
C -2.825 -1.045 5.230
N -2.111 2.532 6.304
H -4.481 3.102 7.357
H -3.260 3.541 8.618
H -4.311 2.175 8.874
H -1.935 1.600 8.072
H -4.167 0.818 6.137
H -3.949 -0.016 7.662
H -1.997 -1.284 4.556
H -3.502 -0.567 4.503
H -3.280 -1.975 5.578
H -1.913 1.893 5.544
H -2.783 3.219 5.974
*
```



No. 2
A cluster of 19 separate species, C40H128N10O19 in total, computed with wB97M-V/def2-TZVPD.

Summary:
**Relative energy (zero: lowest compared OMol25 entry of this formula, charge and spin)**: 408.9 kJ/mol
**Frontier orbital gap**: 8.6809 eV
**Molar mass**: 1053.52 g/mol
**Lowest unoccupied orbital energy**: 0.05 eV
**HOMO**: -8.6 eV

```
! wB97M-V def2-TZVPD RIJCOSX def2/J DEFGRID3
* xyz 0 1
O -5.958 -8.123 1.007
H -5.310 -8.704 0.608
H -6.802 -8.519 0.791
O -7.157 -5.538 4.699
H -6.953 -6.185 4.024
H -7.511 -4.791 4.216
O -2.477 -11.005 -0.562
H -2.278 -10.809 -1.478
H -2.889 -11.868 -0.585
O 0.486 7.238 1.667
H -0.298 7.691 1.977
H 0.712 7.682 0.850
O -9.238 -3.542 -2.611
H -8.282 -3.488 -2.607
H -9.425 -4.474 -2.722
O -1.672 -2.682 -7.179
H -2.395 -2.436 -6.602
H -2.049 -2.663 -8.058
O -9.827 -2.451 2.601
H -9.113 -1.980 2.172
H -10.561 -1.837 2.589
O -2.970 -9.310 -4.694
H -3.802 -9.079 -5.107
H -2.312 -8.823 -5.191
O -4.949 -1.620 -4.314
H -5.377 -0.802 -4.059
H -4.868 -2.113 -3.498
C 6.077 4.038 -0.408
C 7.648 4.258 -0.493
C 8.197 5.700 -0.249
O 9.645 5.742 -0.506
C 10.055 7.057 -0.836
N 8.219 3.375 0.512
H 5.701 3.032 -0.589
H 5.731 4.669 -1.227
H 5.688 4.509 0.495
H 7.895 3.937 -1.505
H 7.974 6.083 0.747
H 7.628 6.409 -0.850
H 9.439 7.471 -1.635
H 11.113 7.127 -1.087
H 9.931 7.704 0.032
H 7.820 3.536 1.426
H 9.122 3.811 0.635
C -1.695 -3.821 -1.468
C -2.104 -2.701 -0.547
C -1.618 -1.192 -0.786
O -2.153 -0.304 0.224
C -1.533 0.907 0.166
N -3.552 -2.678 -0.623
H -1.710 -3.541 -2.521
H -2.331 -4.684 -1.268
H -0.631 -3.997 -1.312
H -1.917 -3.029 0.476
H -1.821 -0.767 -1.769
H -0.537 -1.326 -0.739
H -0.445 0.845 0.200
H -1.769 1.453 1.079
H -1.735 1.537 -0.700
H -3.874 -1.969 0.021
H -3.792 -3.564 -0.202
C 4.940 -4.025 1.068
C 6.258 -3.329 0.713
C 6.432 -2.976 -0.771
O 6.490 -4.193 -1.505
C 6.953 -3.977 -2.893
N 6.260 -2.119 1.574
H 4.709 -4.937 0.517
H 4.122 -3.378 0.749
H 4.813 -4.223 2.133
H 7.099 -3.944 1.034
H 7.327 -2.382 -0.958
H 5.611 -2.323 -1.064
H 6.272 -3.271 -3.367
H 7.017 -4.883 -3.496
H 7.955 -3.550 -2.937
H 5.454 -1.510 1.589
H 6.988 -1.490 1.266
C 4.301 -2.866 9.010
C 3.729 -1.442 8.769
C 2.314 -1.408 8.088
O 2.467 -1.714 6.695
C 1.245 -1.626 5.985
N 3.798 -0.745 10.024
H 3.665 -3.431 9.692
H 5.305 -2.756 9.419
H 4.290 -3.511 8.132
H 4.414 -0.988 8.053
H 1.810 -0.452 8.228
H 1.570 -2.149 8.379
H 0.559 -0.937 6.479
H 0.744 -2.594 5.967
H 1.589 -1.389 4.979
H 3.100 -0.031 9.870
H 3.242 -1.319 10.641
C -4.407 7.770 5.046
C -4.847 8.999 4.110
C -5.929 9.883 4.808
O -7.221 9.285 4.626
C -8.261 10.039 5.201
N -3.660 9.712 3.661
H -3.716 7.129 4.500
H -5.296 7.236 5.383
H -3.980 8.160 5.970
H -5.248 8.692 3.144
H -5.969 10.854 4.314
H -5.794 9.974 5.885
H -9.206 9.499 5.133
H -8.527 11.009 4.782
H -8.058 10.110 6.269
H -3.430 10.323 4.432
H -4.011 10.331 2.944
C -1.669 -7.264 8.859
C -2.256 -6.533 7.611
C -2.061 -7.224 6.204
O -0.703 -7.421 5.994
C -0.391 -7.636 4.630
N -3.706 -6.368 7.814
H -2.113 -8.232 9.091
H -1.944 -6.701 9.751
H -0.582 -7.345 8.857
H -1.819 -5.538 7.534
H -2.571 -6.614 5.457
H -2.590 -8.170 6.088
H -0.273 -6.744 4.015
H -1.122 -8.271 4.129
H 0.547 -8.190 4.672
H -4.286 -6.125 7.023
H -3.999 -5.794 8.591
C 3.619 -7.132 -7.334
C 2.764 -8.169 -6.631
C 3.105 -8.423 -5.182
O 4.487 -8.835 -5.043
C 4.801 -9.120 -3.714
N 1.412 -7.668 -6.730
H 3.201 -7.024 -8.335
H 4.619 -7.499 -7.565
H 3.683 -6.101 -6.987
H 2.863 -9.098 -7.193
H 2.479 -9.240 -4.820
H 2.821 -7.484 -4.707
H 4.483 -10.065 -3.274
H 4.270 -8.438 -3.049
H 5.880 -9.010 -3.600
H 1.222 -7.530 -7.712
H 1.269 -6.709 -6.445
C -7.572 2.334 3.467
C -7.805 2.756 2.027
C -7.115 4.122 1.678
O -7.409 4.407 0.238
C -7.363 5.748 -0.107
N -7.144 1.664 1.351
H -8.101 1.396 3.638
H -8.034 2.980 4.213
H -6.545 2.233 3.817
H -8.874 2.804 1.820
H -6.048 3.955 1.822
H -7.530 4.860 2.364
H -7.678 5.914 -1.137
H -6.361 6.162 0.003
H -8.031 6.325 0.532
H -6.158 1.811 1.511
H -7.150 1.844 0.357
C -0.154 7.928 -3.799
C 1.346 8.358 -3.934
C 1.711 8.933 -5.334
O 3.067 9.416 -5.484
C 3.887 8.253 -5.761
N 1.631 9.337 -2.910
H -0.886 8.733 -3.727
H -0.368 7.452 -2.843
H -0.492 7.233 -4.568
H 2.129 7.633 -3.711
H 1.134 9.750 -5.766
H 1.580 8.156 -6.086
H 3.481 7.624 -6.553
H 3.900 7.592 -4.894
H 4.931 8.470 -5.988
H 0.930 10.041 -3.095
H 2.515 9.806 -3.046
C 4.082 1.478 -6.374
C 2.618 1.102 -6.741
C 1.892 2.135 -7.670
O 2.345 2.062 -9.023
C 1.684 2.845 -9.962
N 2.610 -0.209 -7.336
H 4.833 1.127 -7.082
H 4.360 1.025 -5.422
H 4.268 2.545 -6.253
H 2.041 1.112 -5.817
H 2.056 3.156 -7.327
H 0.832 1.892 -7.746
H 0.719 2.422 -10.242
H 2.257 2.966 -10.882
H 1.545 3.836 -9.530
H 2.687 0.119 -8.288
H 1.633 -0.460 -7.297
*
```